Run A
Molecular formula: CH3O2
Method: DFT, ωB97M-V/def2-TZVPD

HOMO-LUMO gap (alpha / beta) ... 0.3754 / 0.3692 Eh
LUMO energy (alpha / beta) ... -8.6 / -8.9 eV

```
! RIJCOSX wB97M-V def2-TZVPD def2/J DEFGRID3
* xyz 1 1
O 1.0831 0.8069 -0.9864
O -0.3437 0.3421 -0.1319
H 0.9011 1.5413 -1.6131
H 0.1210 -1.5437 0.8851
H -1.3806 -0.5519 1.2146
C -0.3810 -0.5947 0.6316
*
```

Run B
Molecular formula: CH3O2
Method: DFT, ωB97M-V/def2-TZVPD

HOMO-LUMO gap (alpha / beta) ... 0.3472 / 0.3497 Eh
LUMO energy (alpha / beta) ... -9.5 / -9.7 eV

```
! RIJCOSX wB97M-V def2-TZVPD def2/J DEFGRID3
* xyz 1 1
H 1.3673 -0.5228 0.1104
H 0.1947 0.2181 -1.1784
O -0.4751 0.5904 0.7975
O -1.3766 1.2267 0.4255
H -0.0674 -1.2178 0.1333
C 0.3571 -0.2946 -0.2883
*
```

Run C
Molecular formula: CH3O2
Method: DFT, ωB97M-V/def2-TZVPD

HOMO-LUMO gap (alpha / beta) ... 0.3472 / 0.3494 Eh
LUMO energy (alpha / beta) ... -10.3 / -10.3 eV

```
! RIJCOSX wB97M-V def2-TZVPD def2/J DEFGRID3
* xyz 1 1
H -0.3839 0.8606 -0.7994
O 0.7990 -0.3987 0.4169
C -0.4642 0.1549 -0.0646
H -0.9305 -0.8622 -0.2185
O 1.8501 -0.1986 -0.1685
H -0.8705 0.4440 0.8342
*
```

In order of decreasing stability: run A, run C, run B.

Run A
Molecular formula: C5H10O
Method: DFT, ωB97M-V/def2-TZVPD

HOMO-LUMO gap ... 0.3845 Eh
SMILES ... C=CCO.C=C
LUMO energy ... 0.9 eV

```
! RIJCOSX wB97M-V def2-TZVPD def2/J DEFGRID3
* xyz 0 1
H 0.4744 -1.8342 -1.4106
H 1.7842 0.7356 0.2397
C 0.2850 2.2134 0.1639
C 0.0601 -1.5331 -0.4482
C 0.7158 -1.7737 0.6812
H -1.1597 0.0295 -1.1960
O -1.6866 -0.4476 0.7642
H 1.6879 -2.2587 0.6804
C 1.4947 1.7281 -0.0969
H 0.2944 -1.4917 1.6411
H 2.2331 2.2927 -0.6618
C -1.2661 -0.8404 -0.5272
H -0.4430 1.6262 0.7211
H -0.0200 3.2017 -0.1750
H -2.0010 -1.5199 -0.9891
H -2.5379 -0.0032 0.6783
*
```

Run B
Molecular formula: C5H10O
Method: DFT, ωB97M-V/def2-TZVPD

HOMO-LUMO gap ... 0.3808 Eh
SMILES ... CC(C)[C@H]1CO1
LUMO energy ... 1.1 eV

```
! RIJCOSX wB97M-V def2-TZVPD def2/J DEFGRID3
* xyz 0 1
H 1.2127 1.8822 -0.7002
H -0.0960 -1.3778 -0.2424
H 1.5401 -1.9204 -0.9662
C 1.3837 -0.8074 -1.0236
C -0.7735 -0.7125 0.4226
H 1.1275 0.0202 1.0419
H -2.4324 -1.1019 1.9678
C -1.7730 -0.3741 1.4833
H 1.0210 -0.6272 -2.0529
O -2.0426 -0.1037 0.1188
C 0.4959 0.0736 0.1501
H -1.6394 0.5289 2.1061
H 2.3674 -0.3732 -0.8983
C 0.2570 1.4438 -0.4149
H -0.2540 2.0937 0.3003
H -0.3941 1.3559 -1.2923
*
```

Run C
Molecular formula: C5H10O
Method: DFT, ωB97M-V/def2-TZVPD

HOMO-LUMO gap ... 0.3312 Eh
LUMO energy ... 1.0 eV

```
! RIJCOSX wB97M-V def2-TZVPD def2/J DEFGRID3
* xyz 0 1
H -1.5282 -1.9339 0.1887
H 2.4656 -0.3648 1.4867
H -1.0161 0.2024 1.3974
O 0.6225 -0.6577 0.5736
H 0.0373 2.0979 0.1496
C 1.7361 -0.5538 -0.6814
H -0.1295 1.1837 -1.3669
C -1.5200 -0.9794 -0.3456
H -1.1179 -1.1421 -1.3509
C -0.5611 1.3484 -0.3767
H -2.5485 -0.6131 -0.4250
H 2.1394 -1.5777 -0.5839
H 1.7636 1.1408 0.7671
C -0.6513 0.0333 0.3766
C 1.8819 0.0613 0.6660
H -1.5737 1.7549 -0.4752
*
```

In order of decreasing stability: run A, run B, run C.